{
  "formula": "C57H73ClF3I2N2O22PS2",
  "method": "ωB97M-V/def2-TZVPD",
  "lumo_energy_ev": -1.41,
  "fmax_ev_per_a": 9.24,
  "spin_multiplicity": 1,
  "smiles": "C=Cc1cc(CCCCS(=O)(=O)Cl)c(C(F)(F)F)c2c1Sc1cc(C[C@@H](O)CN)c([PH2]=O)c(Cc3ccccc3C)c1N2[C@@H](I)[C@H](C)I.C[C@@H]1COC(=O)O1.C[C@@H]1COC(=O)O1.C[C@@H]1COC(=O)O1.C[C@@H]1COC(=O)O1.C[C@@H]1COC(=O)O1.C[C@@H]1COC(=O)O1",
  "orbital_gap_ev": 6.415,
  "species": ["C", "C", "C", "C", "C", "C", "C", "C", "C", "S", "O", "O", "Cl", "C", "C", "F", "F", "F", "C", "C", "S", "C", "C", "C", "C", "C", "O", "C", "N", "C", "P", "O", "C", "C", "C", "C", "C", "C", "C", "C", "C", "C", "N", "C", "I", "C", "C", "I", "H", "H", "H", "H", "H", "H", "H", "H", "H", "H", "H", "H", "H", "H", "H", "H", "H", "H", "H", "H", "H", "H", "H", "H", "H", "H", "H", "H", "H", "H", "H", "H", "H", "H", "H", "H", "H", "C", "C", "C", "O", "C", "O", "O", "H", "H", "H", "H", "H", "H", "C", "C", "C", "O", "C", "O", "O", "H", "H", "H", "H", "H", "H", "C", "C", "C", "O", "C", "O", "O", "H", "H", "H", "H", "H", "H", "C", "C", "C", "O", "C", "O", "O", "H", "H", "H", "H", "H", "H", "C", "C", "C", "O", "C", "O", "O", "H", "H", "H", "H", "H", "H", "C", "C", "C", "O", "C", "O", "O", "H", "H", "H", "H", "H", "H"],
  "positions_angstrom": [[-4.748122, 2.250982, -1.450769], [-3.627960, 3.176710, -1.828245], [-2.072600, 2.706491, -2.102435], [-1.351599, 2.555467, -3.567726], [0.224394, 2.026637, -3.680727], [0.789137, 1.933080, -5.249298], [0.066241, 0.622882, -5.919660], [0.922266, -0.109045, -7.111689], [0.194452, -1.565803, -7.389771], [0.991244, -3.013052, -6.505570], [0.917901, -4.255421, -7.474652], [0.173517, -3.440793, -5.227953], [2.984099, -2.722698, -5.955281], [1.163177, 1.657658, -2.350577], [2.723269, 1.115502, -2.527248], [2.869882, 0.156403, -3.687080], [3.686809, 2.231791, -2.851458], [3.189214, 0.300627, -1.342932], [0.442966, 1.866344, -0.854087], [-1.154425, 2.359993, -0.789523], [-1.951191, 2.503074, 0.943103], [-1.205280, 0.960326, 1.794788], [-2.079611, -0.005635, 2.788962], [-1.428521, -1.350638, 3.463145], [-2.362523, -2.322302, 4.421941], [-3.015547, -3.459684, 3.383808], [-3.287396, -4.741143, 4.067371], [-4.278660, -2.880221, 2.503879], [-4.460017, -3.569731, 1.165523], [0.160651, -1.668799, 3.085763], [0.886709, -3.269239, 3.903344], [1.099471, -3.054185, 5.475513], [1.053280, -0.674624, 2.079668], [2.633027, -1.123625, 1.863406], [3.513559, -1.042099, 3.283300], [2.898554, -0.473810, 4.709537], [3.702131, -0.406509, 6.138836], [5.258890, -0.919068, 6.213395], [5.916534, -1.502210, 4.810573], [5.095942, -1.578164, 3.361917], [5.915991, -2.192846, 2.073467], [0.395555, 0.697093, 1.383835], [1.194099, 1.621034, 0.469466], [1.506406, 2.918479, 1.177627], [1.600726, 2.710576, 3.397442], [2.916020, 3.636801, 0.756308], [2.876176, 4.413434, -0.707470], [4.695082, 2.331107, 0.994454], [-4.684511, 1.098170, -1.669432], [-5.723017, 2.688396, -0.923936], [-3.882091, 4.317760, -1.883089], [-1.989998, 2.837036, -4.531492], [0.347089, 2.900757, -5.788869], [1.956851, 1.950545, -5.320674], [-1.047824, 0.850590, -6.283067], [-0.049304, -0.176864, -5.047154], [0.825712, 0.522690, -8.118974], [2.067152, -0.185646, -6.860318], [0.058494, -1.765208, -8.555132], [-0.915342, -1.482042, -6.962062], [-3.211419, 0.278986, 2.977304], [-1.719424, -2.859173, 5.263037], [-3.264147, -1.719006, 4.889276], [-2.143607, -3.683768, 2.600019], [-3.591770, -5.356509, 3.311894], [-5.270177, -3.069573, 3.136554], [-4.240101, -1.723945, 2.295497], [-3.789747, -3.225477, 0.442513], [-4.391576, -4.613959, 1.290264], [-0.035664, -4.346522, 3.610424], [2.123739, -3.567437, 3.202189], [3.206656, -0.437739, 1.107650], [2.670288, -2.234495, 1.493162], [1.782124, -0.075240, 4.710674], [3.175585, 0.003956, 7.128063], [5.825610, -0.871420, 7.237361], [7.034225, -1.899744, 4.892006], [5.567928, -3.317550, 1.956997], [5.774100, -1.547286, 1.105094], [7.054631, -2.242179, 2.398566], [0.655720, 3.738276, 1.005142], [3.088086, 4.508136, 1.555090], [2.839192, 5.588533, -0.499929], [1.927827, 4.174314, -1.349102], [3.898595, 4.208261, -1.239424], [-9.728761, -4.585639, 0.822256], [-9.219944, -3.177403, 0.584942], [-7.940802, -3.130295, -0.195211], [-7.344585, -1.929702, 0.260046], [-7.814232, -1.723436, 1.527632], [-7.356743, -0.903619, 2.305590], [-8.854928, -2.560726, 1.808328], [-9.832577, -5.137113, -0.116618], [-9.060166, -5.140466, 1.490225], [-10.705799, -4.554807, 1.316166], [-9.999748, -2.567441, 0.112941], [-8.113945, -3.091629, -1.274763], [-7.262376, -3.961591, 0.026777], [10.741674, 3.512187, 0.918098], [10.312117, 2.251531, 1.642369], [8.910333, 1.828749, 1.320945], [8.517910, 1.140389, 2.494113], [9.248291, 1.677432, 3.517841], [9.025170, 1.478592, 4.699912], [10.252340, 2.470097, 3.041959], [10.609067, 3.417188, -0.163465], [10.178209, 4.383065, 1.271811], [11.797316, 3.721904, 1.120934], [11.028077, 1.442756, 1.452055], [8.865226, 1.167512, 0.450522], [8.224960, 2.669326, 1.165100], [-9.290895, 0.062721, 4.189573], [-9.635456, 0.730566, 5.506237], [-10.575591, -0.073117, 6.353173], [-11.242980, 0.923154, 7.105632], [-11.218521, 2.059968, 6.346063], [-11.878457, 3.058026, 6.580533], [-10.365784, 1.926198, 5.288784], [-8.899385, -0.946948, 4.343432], [-10.165933, 0.010030, 3.531875], [-8.535964, 0.649764, 3.655753], [-8.719403, 0.983298, 6.053876], [-10.048706, -0.768811, 7.012950], [-11.320883, -0.628414, 5.772846], [-0.920611, 3.629488, -11.513358], [-1.350167, 2.368831, -10.789086], [-2.751952, 1.946049, -11.110510], [-3.144375, 1.257689, -9.937341], [-2.413993, 1.794732, -8.913614], [-2.637114, 1.595891, -7.731543], [-1.409945, 2.587397, -9.389495], [-1.053218, 3.534487, -12.594919], [-1.484075, 4.500365, -11.159644], [0.135032, 3.839204, -11.310521], [-0.634208, 1.560055, -10.979400], [-2.797059, 1.284813, -11.980933], [-3.437325, 2.786626, -11.266355], [-4.095062, -0.777533, -5.675077], [-5.003377, -1.246905, -4.555703], [-5.168652, -2.736026, -4.508127], [-6.450565, -2.886786, -3.926638], [-7.153183, -1.758025, -4.246191], [-8.356330, -1.630994, -4.094818], [-6.332172, -0.798180, -4.763426], [-3.119225, -1.269703, -5.631539], [-4.546399, -0.965590, -6.655874], [-3.941019, 0.304619, -5.606356], [-4.654549, -0.851626, -3.593929], [-4.404613, -3.219214, -3.891946], [-5.177900, -3.206774, -5.497523], [11.919002, 1.138434, 8.761704], [12.478600, 1.026082, 7.357222], [11.552142, 0.337774, 6.400683], [12.444473, -0.228297, 5.458628], [13.621519, -0.439052, 6.121978], [14.546269, -1.104298, 5.687351], [13.620281, 0.185670, 7.335491], [10.937979, 1.622143, 8.764051], [11.832289, 0.152819, 9.232955], [12.596455, 1.725211, 9.391191], [12.774103, 2.015295, 6.986991], [10.865366, 1.035752, 5.912757], [10.971647, -0.470493, 6.859296]],
  "atomic_forces_ev_per_a": [[3.1, 2.5, -1.1], [-2.4, -2.6, 0.9], [3.0, -1.3, -0.4], [1.7, -0.7, 3.8], [-0.9, 0.7, 2.0], [-1.5, 0.6, 0.6], [0.2, -1.0, 0.7], [-0.8, 0.5, -0.4], [-0.8, 2.3, -0.7], [-4.7, -8.0, 0.7], [1.1, 5.2, 2.7], [3.3, 3.0, -4.0], [-1.2, 0.4, -0.5], [-3.6, 1.1, 0.4], [0.8, -1.2, -0.5], [-0.5, 3.1, 3.5], [-3.0, -3.9, 1.3], [-1.4, 3.2, -4.2], [-1.9, 0.5, -2.7], [1.6, -0.7, -2.6], [1.8, -2.2, -1.0], [2.1, -2.6, 0.5], [3.4, -0.7, -1.0], [1.9, 2.8, -2.3], [-0.2, -0.4, -1.0], [1.6, 0.7, -1.1], [-0.7, 0.6, -2.5], [-0.7, -0.1, 0.7], [0.5, -0.3, 1.0], [-2.3, 2.9, -1.7], [0.6, 2.3, 4.3], [-0.9, -1.0, -5.0], [-2.4, 0.4, 0.4], [0.3, 0.4, 1.1], [2.3, 0.0, 4.0], [2.5, -0.9, 0.1], [2.3, -1.5, -3.2], [-3.1, -0.1, -4.2], [-3.2, 1.1, 0.4], [-1.2, 1.4, 3.0], [-0.2, -0.2, 1.6], [-2.5, -3.6, 2.8], [-2.6, -0.3, 0.2], [0.3, 2.1, -0.4], [0.0, 0.3, -1.2], [-1.1, 1.9, 0.2], [0.5, 0.8, 0.5], [-1.0, 0.6, -0.1], [0.1, 2.5, 0.9], [2.3, -1.0, -1.7], [0.8, -2.3, 0.5], [1.7, -0.8, 2.2], [1.2, -2.0, 1.2], [-2.3, -0.2, 0.3], [2.6, -0.3, 0.7], [0.3, 1.6, -1.8], [0.2, -1.4, 2.2], [-2.3, 0.0, -0.4], [0.9, -0.2, 2.7], [2.6, -0.6, -0.6], [2.7, -0.6, -0.4], [-1.3, 1.3, -1.9], [2.1, -1.1, -0.9], [-1.8, 0.5, 1.5], [0.7, 1.3, 1.9], [2.1, 0.4, -1.2], [0.2, -2.4, 0.5], [-0.6, -0.6, 1.1], [0.1, 1.6, -0.4], [0.6, 0.7, -0.1], [-1.1, 0.1, 0.3], [-1.5, -1.2, 1.3], [-0.1, 2.2, 0.6], [2.7, -1.1, 0.0], [1.2, -1.0, -2.6], [-1.1, -0.2, -2.4], [-2.7, 1.0, -0.5], [0.6, 2.4, -0.2], [0.2, -1.4, 1.9], [-2.4, 0.3, -0.9], [1.8, -1.8, 0.3], [-0.4, -2.2, -1.7], [0.1, -2.6, -0.3], [2.0, 0.1, 1.2], [-2.3, 0.3, 0.7], [-0.3, 0.0, 0.5], [-0.7, -1.2, -0.5], [0.1, -0.4, -1.0], [-0.3, 0.5, 1.2], [1.1, 1.4, 1.1], [-0.8, -1.8, -1.7], [0.9, 0.9, 0.2], [0.0, 0.2, 0.1], [0.1, 0.1, -0.2], [0.1, 0.0, -0.2], [0.1, 0.0, 0.0], [0.1, 0.2, 0.2], [-0.1, 0.0, 0.1], [0.4, 0.3, 0.3], [0.6, 0.7, -1.1], [-0.3, -0.2, -0.8], [0.4, 0.2, 1.1], [-0.6, -0.4, 2.1], [0.5, 0.4, -2.5], [-0.7, -0.6, 0.8], [0.0, -0.1, 0.1], [-0.1, -0.3, -0.1], [-0.1, -0.1, -0.1], [-0.1, 0.0, 0.0], [-0.1, 0.0, 0.3], [0.2, 0.1, 0.0], [0.1, 0.5, -0.1], [0.7, -1.0, -0.9], [0.2, -0.8, 0.4], [-0.2, 0.9, -0.3], [-1.4, 2.1, 0.4], [1.5, -2.2, -0.5], [-0.8, 0.4, 0.9], [0.0, 0.2, 0.0], [0.0, -0.1, 0.3], [-0.1, -0.3, 0.2], [-0.1, 0.0, 0.1], [-0.2, 0.2, 0.0], [0.2, 0.1, -0.1], [0.4, 0.3, 0.3], [0.5, 0.8, -1.2], [-0.3, -0.2, -0.9], [0.4, 0.2, 1.2], [-0.5, -0.3, 1.9], [0.5, 0.3, -2.4], [-0.8, -0.7, 0.9], [0.0, -0.1, 0.1], [-0.1, -0.3, -0.1], [-0.2, -0.1, -0.1], [-0.1, 0.0, 0.0], [-0.1, 0.0, 0.3], [0.2, 0.0, 0.0], [-0.1, 0.6, -0.1], [1.3, 0.3, -0.6], [0.7, -0.6, 0.2], [-0.8, 0.7, 0.0], [-2.4, 0.3, 0.2], [2.6, -0.3, -0.2], [-1.0, -0.6, 0.4], [-0.1, 0.0, 0.1], [0.0, -0.1, 0.2], [0.1, -0.2, 0.0], [0.0, -0.1, 0.0], [-0.3, 0.0, 0.0], [0.1, 0.2, 0.0], [0.4, 0.0, 0.4], [-0.8, 0.5, 1.0], [-1.0, 0.5, -0.2], [1.1, -0.3, 0.2], [1.8, -1.4, -0.9], [-2.0, 1.5, 0.9], [0.4, -0.6, -0.9], [0.1, 0.0, -0.1], [-0.1, 0.1, -0.2], [-0.2, 0.0, -0.1], [-0.1, -0.1, -0.1], [0.2, -0.3, 0.0], [0.1, 0.1, 0.1]],
  "mulliken_charge": [-0.365, -0.611, 0.347, -0.579, 0.073, -0.684, 0.248, -0.535, -0.021, 1.001, -0.581, -0.539, -0.164, 0.090, 0.593, -0.224, -0.257, -0.189, -0.672, 0.260, -0.195, 0.546, -0.602, 0.179, -1.074, 0.614, -0.544, -0.333, -0.459, 0.224, 0.538, -0.630, -0.010, -0.141, 0.603, -0.088, -0.592, -0.506, -0.484, 0.242, -0.936, -1.318, 1.401, -0.718, 0.162, -0.510, -0.724, 0.168, 0.102, 0.261, 0.264, 0.281, 0.369, 0.442, -0.350, 0.321, 0.096, 0.416, 0.392, -0.135, 0.316, 0.274, 0.329, 0.096, 0.341, 0.155, -0.019, 0.237, 0.237, 0.061, 0.053, -0.199, 0.317, 0.231, 0.250, 0.279, 0.165, 0.280, 0.167, 0.325, 0.476, 0.547, 0.318, 0.223, 0.175, -1.477, 0.541, -0.476, -0.108, 0.454, -0.545, -0.306, 0.374, 0.360, 0.372, 0.270, 0.293, 0.215, -1.477, 0.570, -0.554, -0.077, 0.504, -0.594, -0.364, 0.369, 0.353, 0.367, 0.280, 0.297, 0.291, -1.381, 0.498, -0.471, -0.331, 0.623, -0.560, -0.344, 0.365, 0.291, 0.356, 0.288, 0.334, 0.321, -1.504, 0.562, -0.497, -0.301, 0.558, -0.527, -0.320, 0.388, 0.362, 0.364, 0.229, 0.332, 0.312, -1.352, 0.788, -0.463, -0.339, 0.642, -0.576, -0.338, 0.264, 0.342, 0.295, 0.088, 0.356, 0.291, -1.421, 0.537, -0.298, -0.267, 0.615, -0.581, -0.340, 0.368, 0.363, 0.348, 0.244, 0.191, 0.265]
}